{"formula": "C3H6NO2", "method": "ωB97M-V/def2-TZVPD", "e_above_lowest_kcal_mol": 7.4, "smiles": "CCNC(=O)[O-]", "largest_force_ev_per_a": 1.46, "charge": -1, "orbital_gap_ev": 8.12, "elements": ["C", "C", "N", "C", "O", "O", "H", "H", "H", "H", "H", "H"], "coordinates": [[-0.546, -0.006, -1.364], [-0.409, -0.808, -0.001], [-0.152, 0.076, 1.122], [1.188, 0.670, 1.289], [2.131, -0.020, 0.875], [1.159, 1.756, 1.913], [-1.333, -0.398, -2.018], [0.445, -0.157, -1.794], [-0.691, 1.071, -1.311], [0.415, -1.480, -0.218], [-1.280, -1.410, 0.268], [-0.926, 0.706, 1.238]], "mulliken_charge": [-0.980, -0.449, -0.337, 0.575, -0.727, -0.769, 0.304, 0.256, 0.291, 0.277, 0.337, 0.222]}